Entry 1:
Formula: C22H54F6NO29P5S3V
Source: the OMol25 dataset
Level of theory: ωB97M-V with the def2-TZVPD basis set

CARTESIAN COORDINATES (ANGSTROEM)
V1 -0.27346 1.68823 0.35820
O1 -0.34672 0.32690 4.11188
C1 -0.35435 0.67919 2.86741
O2 -1.20632 1.52355 2.51592
O3 0.32834 0.21339 1.93535
H1 -1.06494 0.88735 4.41462
C2 1.25875 4.43870 -1.98523
F1 1.24687 5.21097 -0.92691
F2 1.57680 5.18797 -3.03548
F3 2.14572 3.45828 -1.72172
S1 -0.55509 3.71736 -2.24815
O4 -1.31508 4.76734 -2.95386
O5 -0.43726 2.49092 -3.05024
N1 -1.12220 3.33377 -0.66351
S2 -2.26989 4.41983 -0.37545
O6 -1.75172 5.76486 -0.17561
O7 -3.36120 4.24881 -1.29722
C3 -3.09805 3.97079 1.32737
F4 -4.13560 4.76452 1.52510
F5 -3.45821 2.73754 1.25366
F6 -2.27798 4.21457 2.31172
C4 0.75684 -2.53855 -3.12760
O8 0.43171 -1.32825 -2.42768
P1 1.56088 -0.26601 -1.90086
O9 1.11703 0.83549 -0.96481
O10 2.70302 -1.22401 -1.22244
C5 2.45600 -2.02597 -0.05988
O11 2.25743 0.19743 -3.30816
C6 3.39891 1.08765 -3.25869
H2 1.79650 -2.75417 -3.37401
H3 0.34447 -2.67251 -4.12766
H4 0.40110 -3.36414 -2.51120
H5 1.50839 -1.84221 0.44644
H6 3.15013 -1.77123 0.74099
H7 2.65600 -3.07804 -0.26299
H8 3.86729 1.11557 -2.27485
H9 3.19100 2.10087 -3.60257
H10 4.14461 0.80525 -4.00185
C7 -4.08664 1.02363 -2.32648
O12 -3.51976 -0.20893 -2.08497
P2 -2.86628 -0.56049 -0.61236
O13 -1.88859 0.40774 -0.13062
O14 -4.14627 -0.88990 0.39418
C8 -3.89716 -0.91077 1.78100
O15 -2.26728 -1.96643 -0.89435
C9 -2.93082 -3.19806 -1.02193
H11 -3.90115 1.77854 -1.56242
H12 -5.16770 0.98866 -2.46133
H13 -3.52593 1.38250 -3.18957
H14 -4.37985 -1.81051 2.16257
H15 -4.36084 0.03886 2.04802
H16 -2.85039 -0.98339 2.07609
H17 -2.78042 -3.72134 -0.07765
H18 -2.37752 -3.74633 -1.78440
H19 -3.98274 -3.16642 -1.30574
C10 1.46210 3.50505 4.38766
O16 2.54867 3.53297 3.50140
P3 2.35832 3.87204 1.91225
O17 1.25404 3.08315 1.28709
O18 2.25279 5.48181 1.73507
C11 1.03140 6.23869 1.97481
O19 3.84595 3.59192 1.20030
C12 4.20817 2.24946 0.87894
H20 1.61612 2.57594 4.93642
H21 0.47354 3.45315 3.93143
H22 1.51260 4.28078 5.15172
H23 0.82348 6.97330 1.19684
H24 1.11472 6.79425 2.90889
H25 0.14630 5.60931 2.06740
H26 4.62164 2.23793 -0.12952
H27 3.27921 1.69650 0.73975
H28 4.93822 1.77983 1.53817
C13 -1.61464 -0.46316 -4.83514
O20 -2.60031 0.37683 -5.31353
P4 -2.94404 0.31148 -6.91409
O21 -1.78834 0.10416 -7.83338
O22 -4.19407 -0.68883 -7.05356
C14 -5.36541 -0.52103 -6.21732
O23 -3.67890 1.68876 -7.11925
C15 -3.16167 2.91429 -6.64961
H29 -0.75665 -0.59428 -5.49450
H30 -2.00803 -1.47766 -4.77081
H31 -1.14939 -0.12215 -3.91029
H32 -5.46968 0.30606 -5.51508
H33 -5.58686 -1.47327 -5.73535
H34 -6.24592 -0.29374 -6.81827
H35 -2.13964 2.75513 -6.30578
H36 -3.75526 3.30064 -5.82106
H37 -3.15723 3.56609 -7.52324
C16 3.93481 -4.65587 1.96356
O24 3.38615 -3.70031 2.84645
P5 4.38044 -2.54598 3.51327
O25 4.96463 -1.65948 2.50645
O26 5.47617 -3.39438 4.33896
C17 6.65832 -2.75449 4.82385
O27 3.50481 -1.88153 4.68121
C18 2.42681 -1.01489 4.46925
H38 3.61441 -4.55731 0.92639
H39 3.75985 -5.65785 2.35540
H40 5.00939 -4.55304 1.81257
H41 7.02269 -2.98308 5.82539
H42 6.56358 -1.66908 4.85593
H43 7.41125 -2.95763 4.06232
H44 1.44800 -1.46432 4.63675
H45 2.51847 -0.47339 3.52772
H46 2.47463 -0.16994 5.15618
C19 -1.59228 -4.66201 4.00184
C20 -1.21692 -3.28725 3.38443
C21 -0.00690 -3.39930 2.45436
S3 -0.04512 -5.09849 1.71035
O28 1.15815 -5.89261 2.00301
O29 -0.49802 -5.00780 0.32836
C22 -1.37283 -5.63557 2.81078
H47 -2.64307 -4.69374 4.28984
H48 -0.93000 -5.01411 4.79273
H49 -1.00493 -2.54692 4.15584
H50 -2.08511 -2.87240 2.87233
H51 1.00632 -3.34314 2.85229
H52 -0.05789 -2.67659 1.64000
H53 -1.26647 -6.71435 2.92489
H54 -2.21054 -5.48818 2.12915

E_HOMO (alpha / beta) (eV): -7.77 / -9.83
E (eV): -205510.6067
LUMO energy (alpha / beta) (eV): 0.09 / 0.09
Frontier orbital gap (alpha / beta) (eV): 7.85 / 9.92
⟨S²⟩: 3.753
2S+1: 4

=====

Entry 2:
Formula: C6H8
Source: the OMol25 dataset
Level of theory: ωB97M-V with the def2-TZVPD basis set

CARTESIAN COORDINATES (ANGSTROEM)
C1 -0.44305 -0.97972 -2.82041
C2 -0.04416 -0.55512 -1.76487
C3 0.27382 0.02740 -0.49833
C4 0.66926 1.31355 -0.44462
C5 0.14840 -0.79751 0.76977
C6 -0.44342 0.17414 1.78899
H1 -0.73073 -1.35506 -3.77472
H2 1.12892 1.77322 -1.30451
H3 0.57293 1.94807 0.43456
H4 -0.45929 -1.70274 0.66996
H5 1.16998 -1.14300 0.98883
H6 -1.00733 0.82904 1.11677
H7 -1.16383 -0.24416 2.48485
H8 0.32848 0.71190 2.35375

E_HOMO (eV): -8.83
E (eV): -6348.5540
LUMO energy (eV): 0.84
SMILES: C#CC(=C)CC
Frontier orbital gap (eV): 9.67
ΔE to the lowest compared entry with this formula, charge and spin (eV): 2.230